The following is a DFT calculation (wB97M-V/def2-TZVPD) of C51H40CdN7P as an isolated structure in a non-equilibrium geometry.

```
100
Properties=species:S:1:pos:R:3:lowdin_charge:R:1
Cd -4.4614 -22.0030 3.0374 1.31
C -1.2499 -20.3493 -1.1051 -0.14
C -1.7534 -21.5247 -1.6237 -0.12
C -2.8796 -22.1129 -1.0944 -0.05
C -3.4326 -21.6785 0.1200 -0.32
C -2.8038 -20.5620 0.7012 -0.09
C -1.7773 -19.8615 0.0922 -0.11
N -4.3701 -22.3591 0.8569 -0.05
C -5.2521 -23.2344 0.3519 -0.26
C -5.7580 -23.1879 -0.9805 -0.04
C -6.7956 -23.9634 -1.4339 -0.08
C -7.4208 -24.8820 -0.5703 -0.09
C -6.9213 -24.9804 0.7154 -0.06
C -5.8876 -24.2157 1.1861 -0.23
N -5.4148 -24.2617 2.5072 -0.02
N -5.6652 -25.2388 3.2267 0.11
C -5.0834 -25.0589 4.5211 -0.35
C -4.9767 -26.1973 5.2962 -0.02
C -4.3805 -26.1077 6.5279 -0.06
C -4.0032 -24.8296 6.9823 -0.05
C -4.1803 -23.7512 6.1438 -0.14
N -4.6955 -23.8731 4.9241 0.06
H -0.4198 -19.8438 -1.5924 0.09
H -1.3052 -21.9009 -2.5461 0.10
H -3.1490 -23.0666 -1.5412 0.11
H -3.0896 -20.2006 1.7250 0.06
H -1.3555 -18.9797 0.5818 0.11
H -5.3954 -22.3971 -1.6167 0.10
H -7.1648 -23.8492 -2.4229 0.09
H -8.2371 -25.4896 -0.8913 0.09
H -7.4559 -25.6091 1.4187 0.10
H -5.2729 -27.1525 4.8663 0.12
H -4.2196 -26.9623 7.1667 0.10
H -3.5067 -24.7303 7.9598 0.11
H -4.0325 -22.7188 6.4637 0.11
C -10.3494 -18.6406 3.2456 -0.09
C -9.0031 -18.2781 2.9869 -0.07
C -7.9638 -19.0963 3.4129 -0.10
C -8.2316 -20.3187 4.0551 -0.37
C -9.5500 -20.7089 4.1977 -0.09
C -10.6104 -19.8619 3.8358 -0.09
P -6.8038 -21.3972 4.4207 1.04
C -7.6003 -22.8145 5.2445 -0.41
C -7.4238 -23.1533 6.5706 -0.10
C -7.9955 -24.3051 7.0856 -0.09
C -8.6759 -25.1471 6.2481 -0.10
C -8.8155 -24.8621 4.8912 -0.08
C -8.2808 -23.6890 4.3940 -0.15
C -5.9191 -20.3642 5.6921 -0.30
C -6.6777 -19.7808 6.6894 -0.11
C -6.0671 -18.9620 7.6315 -0.09
C -4.7357 -18.6573 7.5603 -0.03
C -3.9608 -19.1756 6.4944 -0.20
C -2.5968 -18.8434 6.4301 -0.06
C -1.8074 -19.3689 5.4567 -0.09
C -2.3559 -20.2952 4.5304 -0.17
C -3.6732 -20.6551 4.5539 -0.25
C -4.5038 -20.0864 5.5727 -0.24
H -11.1768 -17.9993 2.9295 0.10
H -8.7930 -17.3691 2.4187 0.10
H -6.9535 -18.9094 3.1662 0.05
H -9.8094 -21.6705 4.6399 0.10
H -11.6374 -20.1256 4.0440 0.10
H -6.8095 -22.4943 7.2104 0.11
H -7.8764 -24.6043 8.1236 0.11
H -9.1230 -26.0685 6.6384 0.11
H -9.2760 -25.5842 4.1971 0.11
H -8.3748 -23.4520 3.3500 0.10
H -7.7573 -19.9692 6.6654 0.11
H -6.6941 -18.4978 8.4264 0.12
H -4.2160 -17.9915 8.2963 0.13
H -2.1886 -18.1999 7.2047 0.11
H -0.7519 -19.1722 5.4129 0.09
H -1.7195 -20.7663 3.7857 0.06
N -2.3967 -23.7486 2.7643 0.16
C -1.3085 -23.3895 2.7506 -0.15
C 0.0804 -22.9902 2.7534 -0.22
C 0.8969 -23.2987 3.8605 -0.03
C 2.1883 -22.8436 3.8251 -0.11
C 2.7454 -22.1298 2.7767 -0.06
C 1.9324 -21.8879 1.6351 -0.04
C 0.6120 -22.3173 1.6525 -0.02
H 0.4939 -23.8113 4.7597 0.13
H 2.8376 -23.0376 4.6895 0.11
H 3.7577 -21.7945 2.8738 0.10
H 2.4050 -21.3170 0.8761 0.09
H -0.0516 -22.1411 0.8091 0.10
N -3.7698 -16.0546 -0.9799 0.11
C -4.1712 -16.9770 -0.0320 -0.34
C -3.7405 -16.8835 1.2855 -0.03
C -4.2109 -17.8267 2.2085 -0.15
N -5.1079 -18.7764 1.9154 0.02
C -5.5324 -18.7955 0.6376 -0.15
C -5.0697 -17.9684 -0.3498 -0.03
H -3.0758 -15.3765 -0.7142 0.09
H -3.6745 -16.3429 -1.9373 0.09
H -3.0537 -16.0954 1.6459 0.12
H -3.8349 -17.6852 3.2428 0.12
H -6.2716 -19.5786 0.3778 0.12
H -5.4140 -18.1288 -1.3137 0.09
```

ΔE to the lowest compared entry with this formula, charge and spin: 0.788 eV
Calculated total energy: -77819.278 eV
Total charge: 0
HOMO-LUMO gap: 6.20 eV

=====

The following is a DFT calculation (wB97M-V/def2-TZVPD) of C51H40Cl3N5O3P2Ti as an isolated structure.

```
105
Properties=species:S:1:pos:R:3:lowdin_charge:R:1
Ti 0.5969 -0.8042 -0.1173 1.00
Cl 5.3335 3.4142 -3.6084 0.73
C 4.0136 2.4757 -3.0196 -0.65
C 2.7119 2.9670 -3.1420 -0.05
C 1.6378 2.2436 -2.6534 0.02
C 1.8926 1.0426 -2.0090 -0.29
O 0.8829 0.3400 -1.4558 -0.25
C 3.1757 0.5069 -1.9413 -0.15
C 3.3385 -0.8841 -1.5729 0.00
N 2.4290 -1.6521 -1.0794 0.05
C 2.7919 -3.0495 -1.1199 -0.25
C 3.8932 -3.5091 -0.4588 -0.02
C 4.2602 -4.8736 -0.5450 -0.03
C 3.5237 -5.7295 -1.3081 0.00
C 2.3892 -5.2601 -2.0201 -0.15
C 1.6142 -6.1019 -2.8505 0.01
C 0.5379 -5.5834 -3.5063 -0.02
C 0.2219 -4.2222 -3.3102 -0.11
N 0.9071 -3.4042 -2.5502 0.12
C 2.0033 -3.9102 -1.9245 -0.23
C 4.2492 1.2353 -2.4611 -0.03
H 2.5491 3.9199 -3.6267 0.12
H 0.6255 2.6135 -2.7377 0.12
H 4.2890 -1.3390 -1.8502 0.16
H 4.4855 -2.8320 0.1434 0.12
H 5.1316 -5.2204 -0.0086 0.12
H 3.7972 -6.7733 -1.3875 0.13
H 1.8855 -7.1447 -2.9541 0.13
H -0.0726 -6.1894 -4.1595 0.11
H -0.6439 -3.8054 -3.8130 0.10
H 5.2518 0.8289 -2.4352 0.13
N -0.9972 2.0958 1.1545 -0.38
P -1.7468 2.0396 -0.4164 1.02
C -2.0197 3.8067 -0.7484 -0.37
C -3.2842 4.3793 -0.8527 -0.08
C -3.4175 5.7306 -1.1431 -0.06
C -2.2921 6.5207 -1.3193 -0.06
C -1.0261 5.9579 -1.2130 -0.07
C -0.8910 4.6073 -0.9397 -0.12
C -3.4007 1.3852 -0.0403 -0.40
C -3.8680 1.1448 1.2487 -0.10
C -5.0845 0.5045 1.4516 -0.06
C -5.8490 0.1060 0.3664 -0.06
C -5.3974 0.3523 -0.9252 -0.07
C -4.1766 0.9745 -1.1268 -0.12
P 0.5234 1.3941 1.3830 0.99
C 1.8197 2.6273 1.1810 -0.34
C 3.0973 2.2425 0.7908 -0.10
C 4.1112 3.1840 0.6843 -0.05
C 3.8488 4.5140 0.9742 -0.04
C 2.5790 4.9022 1.3874 -0.05
C 1.5677 3.9644 1.4965 -0.08
C 0.5560 1.0081 3.1503 -0.34
C -0.5953 1.0393 3.9359 -0.10
C -0.5300 0.7034 5.2824 -0.06
C 0.6802 0.3298 5.8456 -0.05
C 1.8319 0.3013 5.0685 -0.05
C 1.7731 0.6420 3.7285 -0.08
H -1.1913 2.9369 1.6924 0.08
H -4.1723 3.7789 -0.7020 0.10
H -4.4041 6.1661 -1.2215 0.11
H -2.3993 7.5737 -1.5402 0.11
H -0.1457 6.5718 -1.3491 0.11
H 0.1044 4.1789 -0.8662 0.08
H -3.2913 1.4738 2.1047 0.08
H -5.4403 0.3311 2.4586 0.11
H -6.8003 -0.3839 0.5236 0.11
H -5.9990 0.0571 -1.7750 0.11
H -3.8272 1.1474 -2.1397 0.11
H 3.3171 1.1997 0.5906 0.10
H 5.1036 2.8790 0.3808 0.12
H 4.6353 5.2516 0.8910 0.12
H 2.3804 5.9376 1.6286 0.12
H 0.5874 4.2899 1.8219 0.11
H -1.5432 1.3391 3.5085 0.08
H -1.4233 0.7461 5.8904 0.11
H 0.7311 0.0714 6.8947 0.12
H 2.7785 0.0187 5.5078 0.12
H 2.6810 0.6229 3.1380 0.11
N -1.1372 -1.0205 1.4754 0.05
C -2.1550 -1.9320 1.0288 -0.29
C -3.0081 -2.6435 1.8142 0.01
C -4.0192 -3.4302 1.2067 -0.03
C -4.1783 -3.4469 -0.1493 0.00
C -3.2883 -2.7158 -0.9787 -0.13
C -3.3943 -2.6197 -2.3828 0.04
C -2.4810 -1.8767 -3.0819 -0.03
C -1.4046 -1.2903 -2.3990 -0.10
N -1.2721 -1.3619 -1.0860 0.02
C -2.2433 -2.0107 -0.3708 -0.20
H -1.5772 -0.0945 1.4402 0.04
H -0.8597 -1.1679 2.4437 0.06
H -2.9385 -2.5900 2.8934 0.13
H -4.6905 -3.9963 1.8366 0.12
H -4.9790 -4.0131 -0.6054 0.13
H -4.2046 -3.1236 -2.8947 0.14
H -2.5492 -1.7587 -4.1537 0.12
H -0.6250 -0.7678 -2.9342 0.12
Cl 0.4637 -3.1944 3.6147 0.71
C 1.4441 -3.4201 2.1602 -0.88
Cl 0.4080 -3.6798 0.7265 0.82
C 2.3196 -2.1794 1.9703 -0.70
O 3.4317 -2.1177 2.4038 0.14
O 1.6871 -1.1844 1.3758 -0.28
H 2.0541 -4.3093 2.2862 0.09
```

ΔE to the lowest compared entry with this formula, charge and spin: 0.224 eV
Calculated total energy: -146382.926 eV
Total charge: +2
HOMO-LUMO gap: 6.66 eV

=====

The following is a DFT calculation (wB97M-V/def2-TZVPD) of C51H40ClF5ILaN4O6PS2 as an isolated structure in a non-equilibrium geometry.

```
112
Properties=species:S:1:pos:R:3:lowdin_charge:R:1
La 0.1248 -0.3562 -0.0828 1.77
O 4.6618 -1.3726 0.4231 0.07
C 4.6053 -2.1776 1.4922 -0.28
C 5.7072 -3.0168 1.6974 -0.02
C 5.7323 -3.8884 2.7642 -0.10
C 4.6600 -3.9510 3.6503 -0.10
C 3.5702 -3.1320 3.4445 -0.04
C 3.5159 -2.2343 2.3781 -0.08
C 2.2984 -1.4172 2.1445 -0.47
O 2.3077 -0.5883 1.1739 -0.24
N 1.2791 -1.6706 2.9414 0.06
N 0.1270 -1.1016 2.4730 -0.11
C -0.9178 -1.2678 3.1929 -0.10
C -2.2021 -0.7202 2.7364 -0.27
C -3.3719 -0.9912 3.4425 -0.02
C -4.5590 -0.4378 2.9999 -0.07
C -4.5431 0.3726 1.8764 -0.05
C -3.3339 0.5836 1.2271 -0.14
N -2.1915 0.0494 1.6385 0.05
H 3.8095 -0.8731 0.3845 0.08
H 6.5248 -2.9545 0.9954 0.11
H 6.5918 -4.5301 2.9073 0.10
H 4.6757 -4.6369 4.4850 0.09
H 2.7150 -3.1707 4.1040 0.10
H -0.8642 -1.8190 4.1324 0.12
H -3.3381 -1.6245 4.3165 0.11
H -5.4833 -0.6358 3.5254 0.10
H -5.4444 0.8326 1.4987 0.10
H -3.2585 1.1968 0.3373 0.08
F -0.6395 1.3921 -7.1481 0.09
C -0.0378 1.3387 -5.9439 -0.15
C -0.3967 0.3730 -5.0158 -0.16
F -1.3678 -0.5119 -5.3124 0.09
C 0.2299 0.3339 -3.7843 -0.23
F -0.2175 -0.6216 -2.9228 0.00
C 1.2382 1.2230 -3.3975 -0.55
S 2.0367 1.1929 -1.8458 0.57
C 1.5653 2.1809 -4.3650 -0.24
F 2.5056 3.1073 -4.1116 0.07
C 0.9507 2.2499 -5.6038 -0.15
F 1.3041 3.2044 -6.4842 0.10
C 2.3338 2.1757 2.8367 -0.26
P 0.7276 2.0379 1.9789 0.88
C -0.4476 2.4068 3.3378 -0.28
C 0.6647 3.6151 1.0412 -0.38
C 1.7291 3.9851 0.2246 -0.13
C 1.6562 5.1160 -0.5715 -0.08
C 0.5122 5.8977 -0.5711 -0.10
C -0.5627 5.5333 0.2260 -0.11
C -0.4874 4.3990 1.0186 -0.11
H 3.1452 2.0717 2.1194 0.04
H 2.4232 1.3547 3.5491 0.04
H 2.4195 3.1318 3.3568 0.05
H -0.2935 3.4089 3.7388 0.05
H -0.2918 1.6752 4.1322 0.04
H -1.4732 2.3031 2.9945 0.02
H 2.6169 3.3688 0.1696 0.08
H 2.4881 5.3665 -1.2146 0.10
H 0.4528 6.7772 -1.1986 0.10
H -1.4673 6.1275 0.2273 0.10
H -1.3482 4.1200 1.6074 0.09
I -3.6081 -5.8801 -0.7893 0.86
C -3.4932 -3.8489 -1.2173 -0.72
C -4.4320 -3.2393 -2.0314 -0.14
C -4.2909 -1.8856 -2.2753 -0.05
C -3.2288 -1.2082 -1.7016 -0.13
N -2.3254 -1.7992 -0.9225 0.04
C -2.4530 -3.1013 -0.6867 -0.20
H -5.2430 -3.8064 -2.4645 0.09
H -4.9888 -1.3579 -2.9088 0.11
H -3.0705 -0.1490 -1.8705 0.07
H -1.6913 -3.5495 -0.0667 0.08
C -1.7203 4.4560 -7.4227 -0.05
C -3.0096 5.1765 -7.6966 -0.74
O -3.2040 5.8494 -8.6746 -0.01
S -4.3616 5.0242 -6.5354 1.01
C -3.6394 4.1535 -5.1752 -0.58
C -3.1207 4.8480 -4.0824 -0.10
C -2.5469 4.1666 -3.0294 -0.02
C -2.4863 2.7695 -3.0345 -0.24
C -3.0185 2.0800 -4.1281 -0.03
C -3.5898 2.7647 -5.1836 -0.10
C -1.8622 2.0681 -1.9625 -0.16
C -1.2969 1.4175 -1.0964 -0.23
H -0.9239 4.9836 -7.9425 0.09
H -1.7995 3.4460 -7.8326 0.09
H -1.4970 4.3627 -6.3607 0.07
H -3.1579 5.9291 -4.0754 0.10
H -2.1161 4.7003 -2.1934 0.10
H -2.9572 0.9992 -4.1532 0.10
H -3.9848 2.2214 -6.0323 0.11
C 1.2145 -5.7178 -4.1153 -0.03
C 2.5674 -6.0114 -3.5466 -0.19
C 3.5255 -6.7045 -4.2639 -0.07
C 4.7767 -6.9493 -3.7173 -0.67
Cl 5.9617 -7.8239 -4.6580 0.62
C 5.0955 -6.5105 -2.4508 -0.11
C 4.1444 -5.8182 -1.7117 0.00
C 2.8927 -5.5697 -2.2568 -0.23
O 1.8973 -4.9306 -1.5953 -0.01
C 2.2462 -4.1228 -0.4793 -0.08
C 1.2602 -2.9605 -0.4682 -0.65
O 0.2918 -2.9629 0.3306 -0.12
O 1.4787 -2.0188 -1.2647 -0.17
H 1.1683 -6.0175 -5.1603 0.08
H 0.9867 -4.6538 -4.0420 0.09
H 0.4315 -6.2429 -3.5671 0.09
H 3.3025 -7.0487 -5.2642 0.11
H 6.0728 -6.7053 -2.0361 0.10
H 4.3900 -5.4877 -0.7141 0.11
H 3.2542 -3.7188 -0.5936 0.12
H 2.1634 -4.7054 0.4438 0.14
```

ΔE to the lowest compared entry with this formula, charge and spin: 0.000 eV
Calculated total energy: -137816.938 eV
Total charge: -1
HOMO-LUMO gap: 6.42 eV

=====

The following is a DFT calculation (wB97M-V/def2-TZVPD) of C51H41ClCsN7O4PS3 as an isolated structure in a non-equilibrium geometry.

```
109
Properties=species:S:1:pos:R:3:lowdin_charge:R:1
Cs 0.8922 1.1302 -0.6092 1.34
Cl -4.8739 -1.8956 -5.7640 0.58
C -3.6239 -1.3335 -4.6626 -0.68
C -2.2914 -1.6886 -4.8818 -0.12
C -1.3042 -1.2704 -4.0201 -0.01
C -1.5953 -0.4859 -2.8610 -0.41
O -0.7078 -0.1511 -2.0068 -0.48
C -2.9604 -0.0806 -2.7127 -0.14
C -3.3814 0.8711 -1.6818 -0.11
N -2.6065 1.4733 -0.8723 0.12
C -3.1561 2.4659 -0.0540 -0.21
C -3.9191 3.4920 -0.5421 -0.02
C -4.4002 4.5179 0.3089 -0.08
C -4.1125 4.5100 1.6381 -0.06
C -3.3175 3.4626 2.1783 -0.16
C -2.9938 3.3919 3.5541 -0.03
C -2.2295 2.3640 4.0095 -0.07
C -1.7756 1.3971 3.0802 -0.14
N -2.0579 1.4142 1.8064 0.15
C -2.8280 2.4423 1.3437 -0.15
C -3.9451 -0.5261 -3.5995 -0.09
H -2.0394 -2.2933 -5.7450 0.10
H -0.2721 -1.5338 -4.2130 0.09
H -4.4644 1.0751 -1.6529 0.13
H -4.1192 3.5293 -1.6057 0.11
H -4.9941 5.3187 -0.1139 0.10
H -4.4695 5.2933 2.2959 0.10
H -3.3599 4.1627 4.2235 0.11
H -1.9563 2.2744 5.0531 0.10
H -1.1503 0.5775 3.4253 0.10
H -4.9737 -0.2140 -3.4499 0.10
C -0.0172 2.8826 -3.5813 -0.07
C 0.9371 3.7452 -2.7993 -0.67
N 0.8128 4.0006 -1.5298 0.02
C 1.8304 4.8134 -1.0816 -0.36
C 2.7142 5.2056 -2.0318 -0.36
S 2.2923 4.5050 -3.5301 1.05
C 1.9559 5.0911 0.3644 -0.32
C 2.6498 6.1253 0.9044 -0.37
S 2.6361 5.9979 2.6062 1.04
C 1.6846 4.5745 2.4908 -0.64
N 1.3935 4.2152 1.2786 0.12
C 1.2648 3.8111 3.7069 -0.06
H -0.3312 2.0212 -2.9852 0.02
H 0.4394 2.5224 -4.5025 0.08
H -0.9094 3.4578 -3.8343 0.08
H 3.6275 5.7594 -1.8949 0.07
H 3.1443 6.9315 0.3894 0.07
H 1.2211 4.4499 4.5890 0.07
H 1.9550 2.9871 3.8934 0.07
H 0.2791 3.3834 3.5271 0.06
O 2.7673 0.8241 3.0886 -0.07
N 2.0891 -0.3594 3.1116 -0.01
C 1.8200 -0.7678 4.2817 -0.12
C 1.1621 -2.0781 4.5251 -0.20
C 1.1882 -2.4924 5.8597 -0.06
C 0.6700 -3.7130 6.2599 -0.09
C 0.1107 -4.5540 5.3116 -0.09
C 0.0645 -4.1435 3.9874 -0.10
C 0.5678 -2.9153 3.5637 -0.30
P 0.3015 -2.4276 1.7889 1.14
C 0.4694 -4.0612 0.9636 -0.40
C 1.7838 -4.4516 0.6931 -0.11
C 2.0537 -5.6116 -0.0114 -0.09
C 1.0057 -6.3935 -0.4885 -0.10
C -0.3032 -6.0131 -0.2342 -0.09
C -0.5695 -4.8571 0.4962 -0.10
C -1.5298 -2.2073 1.8353 -0.37
C -2.1848 -1.9799 0.6227 -0.10
C -3.5579 -1.7992 0.5777 -0.07
C -4.2989 -1.7797 1.7520 -0.09
C -3.6567 -1.9559 2.9676 -0.09
C -2.2856 -2.1816 3.0066 -0.10
H 2.9646 0.9141 2.1125 0.03
H 2.1417 -0.1904 5.1495 0.12
H 1.6434 -1.8346 6.5908 0.10
H 0.7106 -4.0043 7.3020 0.10
H -0.2984 -5.5158 5.5936 0.10
H -0.3945 -4.7960 3.2535 0.10
H 2.6032 -3.8166 1.0129 0.11
H 3.0801 -5.8908 -0.2130 0.10
H 1.2100 -7.2899 -1.0605 0.10
H -1.1275 -6.6118 -0.6015 0.10
H -1.5974 -4.5750 0.6872 0.10
H -1.6244 -1.9215 -0.3048 0.09
H -4.0385 -1.6516 -0.3800 0.10
H -5.3691 -1.6164 1.7184 0.10
H -4.2188 -1.9297 3.8933 0.10
H -1.8104 -2.3453 3.9662 0.09
O 3.2053 2.3030 -1.0576 -0.27
C 3.8013 1.4540 -0.3691 -0.62
O 3.3052 0.7271 0.5450 -0.30
H 4.8759 1.2930 -0.5979 0.12
N 1.1107 -2.4262 -1.8968 0.12
C 1.9508 -1.9836 -2.8690 -0.70
N 2.4026 -0.7700 -2.9207 0.11
C 3.2477 -0.6245 -4.0094 -0.31
C 3.9027 0.5634 -4.3299 -0.01
C 4.7347 0.5857 -5.4349 -0.09
C 4.9255 -0.5573 -6.2185 -0.11
C 4.2797 -1.7432 -5.9053 -0.11
C 3.4423 -1.7629 -4.7976 -0.48
S 2.5077 -3.0721 -4.1296 1.06
H 0.5542 -1.6772 -1.4851 0.04
H 0.5978 -3.2754 -2.0730 0.09
H 3.7530 1.4328 -3.6993 0.10
H 5.2486 1.5034 -5.6921 0.10
H 5.5871 -0.5193 -7.0742 0.09
H 4.4320 -2.6267 -6.5121 0.10
```

ΔE to the lowest compared entry with this formula, charge and spin: 0.862 eV
Calculated total energy: -127042.038 eV
Total charge: -1
HOMO-LUMO gap: 6.77 eV